No. 1
Molecular formula: C5H12NO2
Method: DFT, ωB97M-V/def2-TZVPD

```
! wB97M-V def2-TZVPD RIJCOSX def2/J DEFGRID3
* xyz -1 1
C 1.93 1.49 -1.19
N 2.15 1.62 0.28
C 0.93 1.50 1.03
O 0.40 0.24 1.13
H 1.56 0.48 -1.49
H 2.92 1.63 -1.66
H 1.22 2.25 -1.53
H 2.96 1.09 0.66
H 0.17 2.15 0.50
H 1.21 1.87 2.03
C -2.30 -0.66 0.12
O -1.48 0.44 -0.21
C -1.80 -2.00 -0.42
C -0.79 -2.66 0.12
H -3.32 -0.50 -0.23
H -2.37 -0.82 1.22
H -0.45 0.12 0.31
H -2.32 -2.44 -1.27
H -0.51 -3.63 -0.25
H -0.12 -2.18 0.85
*
```

Computed properties:
molar mass = 118.16 g mol⁻¹
HOMO energy = -3.497 eV
energy relative to the best compared isomer or geometry (same formula, charge and spin) = 342.2 kJ/mol
gap between HOMO and LUMO = 7.715 eV

Taken from the Löwdin analysis, the atomic charges in e are:
1 C -0.147
2 N -0.141
3 C -0.451
4 O -0.230
5 H 0.072
6 H 0.053
7 H 0.067
8 H 0.096
9 H 0.115
10 H 0.091
11 C -0.376
12 O -0.249
13 C -0.174
14 C -0.027
15 H 0.077
16 H 0.100
17 H -0.026
18 H 0.075
19 H 0.024
20 H 0.050

---

No. 2
Molecular formula: H3IP2S2
Method: DFT, ωB97M-V/def2-TZVPD

```
! wB97M-V def2-TZVPD RIJCOSX def2/J DEFGRID3
* xyz 0 1
P -1.04 0.19 1.23
P 0.44 0.68 -0.21
S 1.08 2.32 0.46
S -0.03 0.53 -2.24
I -1.37 -2.19 0.84
H 0.05 -0.03 1.99
H 1.50 -0.92 -0.01
H -0.62 -0.58 -2.07
*
```

Computed properties:
molar mass = 256.01 g mol⁻¹
HOMO energy = -9.256 eV
energy relative to the best compared isomer or geometry (same formula, charge and spin) = 162.3 kJ/mol
gap between HOMO and LUMO = 8.731 eV

Taken from the Löwdin analysis, the atomic charges in e are:
1 P 0.117
2 P -0.498
3 S 0.123
4 S 0.404
5 I 0.264
6 H -0.198
7 H 0.058
8 H -0.271

---

No. 3
Molecular formula: C3H5NSe
Method: DFT, ωB97M-V/def2-TZVPD

```
! wB97M-V def2-TZVPD RIJCOSX def2/J DEFGRID3
* xyz 0 1
C -1.44 -0.87 0.21
C 0.89 1.44 0.17
C -0.45 -1.68 -0.30
N -2.11 0.00 0.53
Se 1.63 -0.32 0.07
H -0.13 1.49 0.23
H 0.97 1.99 1.17
H 1.15 2.17 -0.69
H -0.16 -2.61 -0.06
H -0.37 -1.61 -1.34
*
```

Computed properties:
molar mass = 134.04 g mol⁻¹
HOMO energy = -8.972 eV
energy relative to the best compared isomer or geometry (same formula, charge and spin) = 155.4 kJ/mol
gap between HOMO and LUMO = 7.755 eV

Taken from the Löwdin analysis, the atomic charges in e are:
1 C -0.352
2 C -0.552
3 C -0.152
4 N 0.162
5 Se 0.790
6 H -0.059
7 H 0.055
8 H 0.058
9 H 0.012
10 H 0.037

---

No. 4
Molecular formula: C5H11NO
Method: DFT, ωB97M-V/def2-TZVPD

```
! wB97M-V def2-TZVPD RIJCOSX def2/J DEFGRID3
* xyz 1 2
C 0.14 -1.46 0.39
N -0.76 -0.29 0.21
C -0.97 0.92 1.03
C -0.43 2.14 0.24
C 0.36 1.23 -0.69
O 1.55 1.20 -0.72
C 0.99 -1.89 -0.81
H 0.74 -1.36 1.28
H -0.53 -2.31 0.53
H -1.50 -0.49 -0.43
H -0.33 0.74 1.88
H -1.98 1.11 1.37
H -1.11 2.80 -0.27
H 0.23 2.71 0.90
H -0.14 1.09 -1.67
H 0.44 -2.16 -1.71
H 1.78 -1.20 -1.08
H 1.50 -2.79 -0.45
*
```

Computed properties:
molar mass = 101.15 g mol⁻¹
HOMO energy (spin up / spin down) = -15.233 / -14.348 eV
energy relative to the best compared isomer or geometry (same formula, charge and spin) = 259.4 kJ/mol
gap between HOMO and LUMO (spin up / spin down) = 11.769 / 6.249 eV

Taken from the Löwdin analysis, the atomic charges in e are:
1 C -0.168
2 N 0.056
3 C -0.104
4 C -0.033
5 C -0.308
6 O 0.195
7 C -0.055
8 H 0.131
9 H 0.134
10 H 0.156
11 H 0.141
12 H 0.142
13 H 0.128
14 H 0.136
15 H 0.196
16 H 0.089
17 H 0.068
18 H 0.096

---

Copy entry 1 word for word.
Molecular formula: C5H12NO2
Method: DFT, ωB97M-V/def2-TZVPD

```
! wB97M-V def2-TZVPD RIJCOSX def2/J DEFGRID3
* xyz -1 1
C 1.93 1.49 -1.19
N 2.15 1.62 0.28
C 0.93 1.50 1.03
O 0.40 0.24 1.13
H 1.56 0.48 -1.49
H 2.92 1.63 -1.66
H 1.22 2.25 -1.53
H 2.96 1.09 0.66
H 0.17 2.15 0.50
H 1.21 1.87 2.03
C -2.30 -0.66 0.12
O -1.48 0.44 -0.21
C -1.80 -2.00 -0.42
C -0.79 -2.66 0.12
H -3.32 -0.50 -0.23
H -2.37 -0.82 1.22
H -0.45 0.12 0.31
H -2.32 -2.44 -1.27
H -0.51 -3.63 -0.25
H -0.12 -2.18 0.85
*
```

Computed properties:
molar mass = 118.16 g mol⁻¹
HOMO energy = -3.497 eV
energy relative to the best compared isomer or geometry (same formula, charge and spin) = 342.2 kJ/mol
gap between HOMO and LUMO = 7.715 eV

Taken from the Löwdin analysis, the atomic charges in e are:
1 C -0.147
2 N -0.141
3 C -0.451
4 O -0.230
5 H 0.072
6 H 0.053
7 H 0.067
8 H 0.096
9 H 0.115
10 H 0.091
11 C -0.376
12 O -0.249
13 C -0.174
14 C -0.027
15 H 0.077
16 H 0.100
17 H -0.026
18 H 0.075
19 H 0.024
20 H 0.050